[1]
{
  "formula": "C39H39CsN6O3S2",
  "method": "ωB97M-V/def2-TZVPD",
  "total_charge": -2,
  "homo_ev": -1.18,
  "homo_lumo_gap_ev": 4.596,
  "lumo_energy_ev": 3.42,
  "symbols": ["Cs", "C", "N", "C", "C", "C", "C", "C", "C", "C", "N", "C", "C", "C", "C", "C", "C", "N", "C", "C", "H", "H", "H", "H", "H", "H", "H", "H", "H", "H", "H", "H", "H", "H", "H", "H", "H", "H", "H", "H", "C", "C", "C", "C", "C", "C", "C", "S", "O", "O", "N", "C", "C", "C", "C", "C", "N", "H", "H", "H", "H", "H", "H", "H", "H", "H", "H", "H", "C", "C", "O", "S", "C", "C", "C", "C", "C", "C", "C", "C", "H", "H", "H", "H", "H", "H", "H", "N", "C", "H"],
  "xyz": [[0.43721, -0.05490, -1.20293], [4.13946, 0.41027, -0.24789], [3.02273, 0.75665, 0.60361], [2.86335, -0.26069, 1.64178], [3.03108, 2.07773, 1.13281], [4.12606, 2.92285, 1.01961], [4.11520, 4.21092, 1.55625], [2.98539, 4.63968, 2.23386], [1.87818, 3.81184, 2.34961], [1.83652, 2.52198, 1.77905], [0.69692, 1.76862, 1.73707], [-0.11985, 1.75261, 2.82892], [0.38682, 1.71855, 4.14678], [-0.41910, 1.54937, 5.26240], [-1.79016, 1.42601, 5.11924], [-2.33224, 1.49959, 3.83541], [-1.54540, 1.66491, 2.70242], [-2.12298, 1.75629, 1.40354], [-3.55286, 1.52940, 1.32487], [-1.81064, 3.02502, 0.74193], [5.10026, 0.37479, 0.29689], [4.23315, 1.12828, -1.06368], [3.98144, -0.57853, -0.66804], [3.77792, -0.34241, 2.25241], [2.66733, -1.22907, 1.18371], [2.02111, -0.00584, 2.28024], [5.01431, 2.57040, 0.51208], [4.97964, 4.85561, 1.44785], [2.94877, 5.63578, 2.66383], [0.99268, 4.17388, 2.85899], [1.46067, 1.78783, 4.27841], [0.04257, 1.49804, 6.24366], [-2.43583, 1.28479, 5.97797], [-3.40623, 1.43435, 3.72406], [-4.12932, 2.32134, 1.83533], [-3.82025, 0.57815, 1.78299], [-3.83209, 1.49655, 0.27017], [-2.29776, 3.86182, 1.27062], [-2.17143, 2.97400, -0.28298], [-0.73364, 3.17585, 0.74201], [1.21722, -7.03074, -6.10069], [1.63521, -5.92222, -5.17037], [0.69987, -5.03927, -4.63931], [1.08911, -4.02051, -3.78150], [2.42490, -3.87092, -3.44496], [3.36869, -4.74641, -3.95955], [2.97321, -5.76184, -4.81624], [2.90330, -2.53271, -2.34659], [2.55074, -1.30411, -3.03348], [4.31505, -2.76022, -2.09029], [1.95991, -2.60914, -1.12263], [1.93239, -3.53909, -0.13411], [2.76993, -4.66891, -0.05265], [2.59744, -5.55648, 0.99282], [1.61374, -5.31966, 1.94129], [0.84097, -4.17497, 1.78655], [0.97367, -3.30729, 0.79491], [0.15169, -6.97397, -6.32316], [1.41569, -8.01105, -5.66078], [1.76270, -6.98142, -7.04546], [-0.34737, -5.14854, -4.89759], [0.35318, -3.34144, -3.36806], [4.40648, -4.61535, -3.68026], [3.71822, -6.44217, -5.21668], [3.54850, -4.81111, -0.78914], [3.23803, -6.42897, 1.06253], [1.44517, -5.98595, 2.77679], [0.06211, -3.94395, 2.50804], [-2.70564, 8.83117, -7.14655], [-2.61089, 7.48725, -6.45377], [-2.25890, 6.48946, -7.02418], [-3.11947, 7.56187, -4.75928], [-2.94669, 5.89512, -4.19679], [-3.93622, 4.95416, -4.47116], [-3.82399, 3.66753, -3.98523], [-2.72682, 3.27446, -3.19424], [-1.74039, 4.24291, -2.93218], [-1.84900, 5.53018, -3.42656], [-2.61797, 1.96079, -2.66285], [-2.48926, 0.84747, -2.14424], [-1.75905, 9.02792, -7.64851], [-2.93724, 9.63864, -6.45424], [-3.48654, 8.76804, -7.90524], [-4.79278, 5.23939, -5.07009], [-4.58808, 2.93116, -4.19646], [-0.88945, 3.96373, -2.32538], [-1.07906, 6.26063, -3.20921], [-3.06892, -1.39443, -0.12824], [-3.72464, -2.34213, -0.00473], [-2.50934, -0.55557, -0.22719]],
  "atomic_forces_ev_per_a": [[-0.1, 0.4, 0.4], [0.1, 0.1, 0.0], [0.2, -0.1, 0.0], [0.0, 0.0, 0.1], [-0.2, -0.1, -0.1], [0.0, 0.0, 0.0], [0.0, 0.0, 0.0], [-0.1, 0.0, 0.0], [0.1, 0.1, 0.0], [-0.3, 0.0, 0.0], [0.1, 0.1, 0.1], [0.0, 0.0, 0.0], [0.0, 0.0, 0.1], [0.1, 0.0, 0.0], [0.0, 0.0, 0.0], [0.0, 0.0, 0.0], [0.0, 0.0, -0.1], [0.0, 0.1, 0.0], [0.1, -0.1, 0.1], [0.1, -0.1, 0.1], [0.0, 0.1, 0.0], [0.0, 0.0, 0.0], [-0.1, -0.1, 0.0], [0.0, 0.0, 0.0], [0.0, 0.0, -0.1], [0.0, 0.0, 0.0], [0.0, 0.0, 0.0], [0.0, 0.0, 0.0], [0.0, 0.0, 0.0], [0.0, 0.0, 0.0], [0.0, 0.0, -0.1], [0.0, 0.0, 0.0], [0.0, 0.0, 0.0], [0.0, 0.0, 0.0], [0.0, 0.0, -0.1], [0.0, -0.1, 0.0], [0.0, 0.1, 0.0], [0.0, 0.0, -0.1], [0.0, 0.0, -0.1], [0.0, 0.0, 0.0], [0.0, 0.0, 0.0], [0.1, 0.0, 0.0], [0.0, 0.0, 0.0], [-0.1, 0.0, 0.0], [0.0, 0.1, 0.0], [0.1, 0.1, 0.0], [-0.1, 0.0, 0.0], [0.1, -0.3, -0.1], [0.2, -0.1, -0.3], [0.0, 0.0, 0.0], [-0.2, 0.2, 0.1], [-0.2, -0.2, 0.1], [0.0, -0.1, 0.2], [0.1, 0.1, -0.2], [-0.1, 0.1, 0.1], [0.0, -0.1, 0.0], [0.3, -0.2, -0.2], [0.0, 0.0, 0.0], [0.0, 0.0, 0.0], [0.0, 0.0, 0.0], [0.0, 0.0, 0.0], [0.0, 0.0, 0.0], [0.0, 0.0, 0.0], [0.0, 0.0, 0.0], [0.0, 0.0, 0.0], [0.0, 0.0, 0.0], [0.0, 0.0, 0.0], [0.0, 0.0, 0.0], [0.0, 0.0, 0.0], [0.0, -0.1, -0.1], [0.0, 0.0, 0.0], [0.0, 0.0, 0.1], [-0.1, 0.0, -0.1], [0.0, 0.0, 0.0], [0.1, -0.1, 0.1], [0.0, 0.1, -0.1], [-0.1, 0.0, 0.0], [0.1, 0.0, 0.1], [0.0, -0.1, 0.0], [0.0, 0.1, 0.1], [0.0, 0.0, 0.0], [0.0, 0.0, 0.0], [0.0, 0.0, 0.0], [0.0, 0.0, 0.0], [0.0, 0.0, 0.0], [0.0, 0.0, 0.0], [0.0, 0.0, 0.0], [0.1, -0.2, 0.4], [0.0, 0.0, 0.0], [-0.3, 0.1, -0.4]]
}

***

[2]
{
  "formula": "C39H39N9P2Pt",
  "method": "ωB97M-V/def2-TZVPD",
  "total_charge": 2,
  "homo_ev": -12.61,
  "homo_lumo_gap_ev": 7.159,
  "lumo_energy_ev": -5.45,
  "symbols": ["Pt", "C", "C", "P", "C", "C", "C", "C", "C", "C", "C", "C", "C", "C", "C", "C", "C", "P", "C", "C", "C", "C", "C", "C", "C", "C", "C", "C", "C", "C", "H", "H", "H", "H", "H", "H", "H", "H", "H", "H", "H", "H", "H", "H", "H", "H", "H", "H", "H", "H", "H", "H", "H", "H", "H", "H", "N", "C", "N", "C", "N", "N", "C", "N", "C", "C", "C", "C", "C", "N", "H", "H", "H", "H", "H", "H", "H", "H", "N", "C", "C", "N", "C", "C", "N", "H", "H", "H", "H", "H"],
  "xyz": [[0.01693, -0.38143, -0.19923], [-0.41825, 3.06593, -1.09800], [-1.45459, 2.26170, -1.87755], [-1.25469, 0.44281, -1.93297], [-0.62199, -0.02822, -3.56880], [-0.08573, -1.30393, -3.76171], [0.30787, -1.72003, -5.02227], [0.18076, -0.86105, -6.10605], [-0.37785, 0.39598, -5.93012], [-0.79589, 0.80711, -4.67089], [-2.96699, -0.16098, -2.07901], [-4.08591, 0.58443, -1.69792], [-5.36368, 0.06155, -1.84722], [-5.54000, -1.21570, -2.35910], [-4.43326, -1.97198, -2.72376], [-3.15749, -1.44707, -2.59026], [-0.72395, 3.01122, 0.40925], [0.17256, 1.63466, 1.19781], [1.79348, 2.41032, 1.49700], [2.70563, 2.48423, 0.44213], [3.93717, 3.10086, 0.60819], [4.27459, 3.64713, 1.83935], [3.37174, 3.58834, 2.89148], [2.13463, 2.97889, 2.72417], [-0.55250, 1.41120, 2.84541], [0.12571, 0.59981, 3.76233], [-0.37089, 0.40403, 5.04059], [-1.55759, 1.01690, 5.42498], [-2.24271, 1.81605, 4.52376], [-1.74540, 2.01352, 3.23957], [-0.45825, 4.10070, -1.43673], [0.59630, 2.71981, -1.30250], [-1.54569, 2.61624, -2.90162], [-2.41639, 2.45081, -1.41139], [0.01529, -1.97742, -2.92427], [0.71303, -2.71420, -5.16144], [0.50102, -1.17766, -7.09020], [-0.49895, 1.06054, -6.77545], [-1.26533, 1.77671, -4.57547], [-3.99391, 1.57795, -1.28507], [-6.22066, 0.65960, -1.56485], [-6.53740, -1.61907, -2.48028], [-4.56346, -2.96851, -3.12560], [-2.30944, -2.04195, -2.90346], [-1.79216, 2.85079, 0.56495], [-0.45626, 3.94271, 0.90985], [2.45153, 2.05994, -0.52386], [4.63006, 3.15619, -0.22173], [5.23678, 4.12334, 1.97615], [3.62588, 4.02614, 3.84839], [1.43846, 2.95493, 3.55313], [1.07067, 0.14298, 3.48670], [0.17364, -0.21706, 5.74100], [-1.93903, 0.88050, 6.42867], [-3.16334, 2.30198, 4.81992], [-2.30103, 2.64959, 2.56313], [3.17334, -0.53364, 1.08339], [2.36742, -1.42065, 1.66637], [2.91809, -2.22531, 2.56354], [2.08378, -3.03414, 3.21135], [2.59030, -3.90038, 4.08207], [0.73633, -3.01187, 3.07293], [0.28479, -2.22775, 2.13580], [1.04006, -1.45080, 1.31897], [-1.17929, -2.13555, 1.98407], [-2.02003, -2.76948, 2.87870], [-3.38628, -2.61944, 2.73028], [-3.85332, -1.82977, 1.69663], [-2.94367, -1.22489, 0.84679], [-1.62425, -1.37561, 0.97470], [4.10535, -0.45332, 1.45835], [2.78918, 0.24699, 0.58038], [3.58479, -3.94808, 4.22194], [1.97565, -4.50868, 4.59425], [-1.58891, -3.35858, 3.67375], [-4.07006, -3.10610, 3.41324], [-4.91148, -1.67443, 1.53798], [-3.28581, -0.60692, 0.04106], [4.49064, -2.95795, -2.02671], [3.70182, -1.87010, -2.17789], [2.48972, -1.74198, -1.47193], [1.75245, -0.64855, -1.57030], [2.16912, 0.32271, -2.39950], [3.33629, 0.16203, -3.11492], [4.11023, -0.91419, -3.00627], [4.22736, -3.73392, -1.44889], [5.32101, -3.02906, -2.58958], [2.12237, -2.54397, -0.84550], [1.56762, 1.21087, -2.49780], [3.66235, 0.93062, -3.80636]],
  "atomic_forces_ev_per_a": [[0.0, -0.2, 0.0], [-0.1, 0.0, 0.2], [0.1, 0.0, -0.2], [0.1, 0.2, 0.2], [0.0, 0.0, -0.1], [-0.1, 0.1, -0.1], [0.0, 0.0, 0.0], [0.0, 0.0, 0.0], [0.0, 0.0, 0.0], [0.1, 0.0, 0.0], [-0.1, -0.1, 0.0], [0.0, 0.0, -0.2], [0.0, 0.0, 0.0], [0.0, 0.0, 0.0], [0.0, 0.0, 0.0], [-0.1, 0.0, 0.0], [0.0, 0.1, 0.0], [-0.2, 0.2, -0.1], [0.1, 0.0, 0.1], [0.0, 0.1, 0.0], [0.0, 0.0, 0.0], [0.0, 0.0, 0.0], [0.0, 0.0, 0.0], [0.0, 0.0, 0.0], [0.1, 0.0, 0.1], [0.0, 0.0, 0.0], [0.0, 0.0, 0.0], [0.0, 0.0, 0.0], [0.0, 0.0, -0.1], [-0.1, 0.0, 0.0], [0.0, 0.0, 0.0], [0.0, 0.1, 0.0], [0.0, 0.0, 0.0], [-0.1, 0.0, -0.1], [0.0, -0.1, 0.1], [0.0, 0.0, 0.0], [0.0, 0.0, 0.0], [0.0, 0.0, 0.0], [0.1, 0.0, 0.0], [0.0, 0.0, 0.0], [0.0, 0.0, 0.0], [0.0, 0.0, 0.0], [0.0, 0.0, 0.0], [-0.1, 0.0, 0.0], [0.0, 0.1, -0.1], [0.0, 0.0, 0.0], [0.0, 0.0, 0.0], [0.0, 0.0, 0.0], [0.0, 0.0, 0.0], [0.0, 0.0, 0.0], [0.0, 0.0, 0.0], [0.0, 0.0, 0.0], [0.0, 0.0, 0.0], [0.0, 0.0, 0.0], [0.0, 0.0, 0.0], [0.0, 0.0, 0.0], [0.0, -0.1, 0.0], [0.0, 0.1, 0.0], [-0.1, 0.0, -0.1], [0.0, -0.1, 0.1], [0.0, 0.0, 0.0], [0.1, 0.0, 0.0], [0.0, -0.1, 0.0], [0.3, 0.0, 0.3], [0.2, 0.1, -0.1], [0.0, 0.0, 0.1], [-0.1, 0.0, 0.1], [0.0, 0.0, 0.0], [0.1, -0.1, 0.2], [-0.1, 0.0, -0.4], [0.0, 0.0, 0.0], [0.0, 0.0, 0.0], [0.0, 0.0, 0.0], [0.0, 0.0, 0.0], [0.0, 0.0, 0.0], [0.0, 0.0, 0.0], [0.0, 0.0, 0.0], [0.0, 0.0, 0.0], [-0.1, 0.1, 0.0], [0.2, -0.2, 0.0], [-0.2, -0.1, -0.1], [-0.2, -0.2, 0.1], [0.1, 0.0, 0.1], [0.2, -0.1, -0.1], [-0.1, 0.2, -0.1], [0.0, 0.0, 0.0], [0.0, 0.0, 0.0], [0.0, 0.0, 0.0], [0.0, 0.0, 0.0], [0.0, 0.0, 0.0]]
}